A structure of composition C50H73AsClGe2IN2NaO6PS at a distorted geometry, computed with ωB97M-V with the def2-TZVPD basis set.

Calculated values
F_max   0.037 hartree/bohr
LUMO energy   3.46 eV
HOMO level   -1.40 eV
HOMO-LUMO gap   4.854 eV

The geometry in ORCA input format:
```
! wB97M-V def2-TZVPD RIJCOSX def2/J DEFGRID3
* xyz -2 1
Na -1.45003 -1.15030 0.67392
C 3.20086 -1.17202 -3.02392
C 1.74536 -1.19393 -2.54739
Ge 0.96975 0.56475 -2.71008
C 1.95541 1.75299 -1.51714
C 2.52660 2.98528 -2.22117
C 1.13790 1.28143 -4.54252
C -0.08366 1.70428 -4.90352
Ge -1.25107 1.29930 -3.34922
C -1.76920 2.91532 -2.39737
C -2.10228 4.12011 -3.28136
C -2.77601 0.16301 -3.62458
C -4.04666 0.91408 -4.03910
C -0.41833 2.36574 -6.21204
C 0.54811 2.61278 -7.18586
C 0.22507 3.24557 -8.37756
C -1.08361 3.64625 -8.62510
C -2.05817 3.39806 -7.67285
C -1.72242 2.76155 -6.48037
H 3.66732 -2.15649 -2.92324
H 3.80791 -0.46680 -2.44603
H 3.28191 -0.87622 -4.07345
H 1.68238 -1.48534 -1.49787
H 1.14356 -1.91132 -3.10826
H 2.74419 1.15559 -1.05716
H 1.29345 2.05314 -0.69990
H 3.24343 2.71154 -3.00060
H 3.04202 3.65113 -1.52037
H 1.74263 3.56669 -2.71339
H 2.00926 1.38257 -5.19745
H -0.93951 3.15961 -1.72723
H -2.61770 2.64599 -1.76051
H -1.29907 4.34383 -3.98830
H -2.27315 5.02057 -2.68318
H -3.00761 3.95038 -3.86967
H -2.93745 -0.34289 -2.67279
H -2.51361 -0.61345 -4.34616
H -4.27011 1.73508 -3.35206
H -4.90719 0.24275 -4.00909
H -3.97693 1.32903 -5.04847
H 1.57140 2.30530 -7.00683
H 0.99721 3.42579 -9.11591
H -1.33712 4.14415 -9.55322
H -3.08453 3.69573 -7.84908
H -2.49117 2.56788 -5.74408
O -4.62053 -4.34441 1.00900
As -3.20041 -2.47096 2.48272
O -4.24776 -1.22771 1.56992
O -1.60100 -1.83992 2.46779
C -3.17594 -4.07709 1.18827
C -2.61575 -5.12235 2.10971
C -2.21220 -6.33071 1.65385
C -2.08615 -6.60038 0.26187
C -2.20930 -5.53967 -0.60520
C -2.52174 -4.22751 -0.16952
S -2.45691 -3.06613 -1.42784
O -3.88869 -2.51556 -1.73233
O -2.05367 -3.68587 -2.66527
O -1.64933 -1.91616 -1.05654
H -4.92197 -4.73388 1.84032
H -2.64650 -4.93577 3.18033
H -1.92714 -7.09266 2.37644
H -1.79477 -7.57861 -0.09831
H -1.98145 -5.68501 -1.65198
I -7.54446 -1.60567 -2.15405
C -5.75328 -0.99500 -1.34090
C -5.48071 0.28137 -0.88065
N -4.46152 0.41750 -0.05891
N -4.00436 -0.93763 0.16929
C -4.79069 -1.86520 -0.66798
H -6.00814 1.18232 -1.18632
H -2.80563 1.42161 0.57043
H -5.17072 -2.68712 -0.07463
C 6.57544 0.33916 1.42748
C 5.57677 1.31814 0.82183
C 4.23116 1.22446 1.55346
C 3.84624 -0.23801 1.92015
C 4.59327 -1.21211 1.00082
C 6.11211 -1.11252 1.19973
P 2.03035 -0.48328 1.76570
C 1.72839 -2.25581 2.23265
C 1.74068 -3.19833 1.01134
C 1.08554 -4.54999 1.35000
C 1.26844 -4.92039 2.82584
C 2.60291 -4.39079 3.33452
C 2.57190 -2.85444 3.38235
C 1.34018 0.40778 3.23724
C 1.17889 1.91840 2.97677
C 0.63966 2.60300 4.23118
C 1.67930 2.55604 5.36973
C 2.69007 1.42159 5.16589
C 2.01738 0.16532 4.61782
H 6.64707 0.54193 2.50188
H 7.57571 0.48977 1.01508
H 5.44302 1.08923 -0.24206
H 5.95235 2.34282 0.87214
H 3.45292 1.67504 0.93541
H 4.28511 1.82244 2.46664
H 4.16095 -0.43659 2.95170
H 4.32760 -0.99029 -0.03968
H 4.27251 -2.23634 1.18078
H 6.61896 -1.53699 0.32851
H 6.40040 -1.72744 2.05713
H 0.67870 -2.22572 2.55821
H 2.76561 -3.35658 0.66118
H 1.20064 -2.74138 0.17829
H 1.52077 -5.32936 0.71763
H 0.02402 -4.51335 1.11502
H 1.19249 -6.00254 2.95322
H 0.45354 -4.47964 3.41070
H 3.40223 -4.72776 2.66211
H 2.84434 -4.78499 4.32632
H 3.59894 -2.47145 3.36703
H 2.13519 -2.54864 4.33449
H 0.32777 -0.01603 3.28031
H 0.50617 2.06803 2.13709
H 2.13194 2.37606 2.69365
H -0.27540 2.08426 4.53293
H 0.34537 3.63315 4.02016
H 1.16971 2.42107 6.32834
H 2.21152 3.50958 5.43286
H 3.19886 1.19467 6.10667
H 3.46968 1.74339 4.46812
H 1.25589 -0.16348 5.33419
H 2.74532 -0.64037 4.56608
Cl -4.27547 5.75659 5.10249
C -3.60430 4.59940 3.96091
C -2.95115 5.06082 2.83489
C -2.41236 4.13690 1.94473
C -2.51825 2.76997 2.16820
C -1.97094 1.76648 1.19430
C -3.20094 2.33689 3.30394
C -3.74387 3.24306 4.20269
H -2.86740 6.12435 2.65330
H -1.89459 4.48908 1.05839
H -1.60456 0.89238 1.73466
H -1.19639 2.18066 0.54828
H -3.31952 1.27108 3.46917
H -4.27736 2.90122 5.07944
*
```